(1)
70
Properties=species:S:1:pos:R:3:lowdin_charge:R:1 method="wB97M-V/def2-TZVPD" e_above_lowest_kcal_mol=19.8 multiplicity=1 e_tot_ev=-95924.07030 orbital_gap_ev=9.226
O 0.699 0.899 -6.688 -0.264
S 1.866 0.556 -5.946 0.550
O 2.043 1.059 -4.631 -0.271
O 1.960 -1.015 -5.786 -0.249
C 1.819 -1.875 -6.931 -0.251
C 3.142 -2.354 -7.509 -0.068
C 3.310 0.953 -6.911 -0.114
H 1.182 -1.423 -7.692 0.120
H 1.301 -2.758 -6.557 0.123
H 2.943 -3.086 -8.292 0.085
H 3.721 -2.920 -6.777 0.084
H 3.723 -1.508 -7.863 0.055
H 2.996 0.807 -7.946 0.072
H 4.093 0.267 -6.616 0.067
H 3.492 2.018 -6.800 0.076
O -2.753 -5.688 5.755 -0.253
S -2.058 -4.570 5.242 0.527
O -0.656 -4.439 5.457 -0.271
O -2.319 -4.518 3.693 -0.262
C -1.497 -3.603 2.906 -0.237
C -0.753 -4.333 1.794 -0.058
C -2.919 -3.140 5.742 -0.129
H -0.880 -3.013 3.574 0.106
H -2.253 -2.977 2.429 0.117
H -0.772 -5.422 1.797 0.085
H 0.317 -4.187 1.973 0.079
H -1.071 -3.950 0.829 0.068
H -3.901 -3.260 5.278 0.076
H -2.531 -2.214 5.318 0.072
H -3.076 -3.038 6.810 0.079
O -4.112 1.038 -3.593 -0.242
S -3.132 0.962 -2.588 0.552
O -2.036 0.042 -2.662 -0.292
O -2.550 2.419 -2.380 -0.245
C -1.226 2.557 -1.822 -0.268
C -0.636 3.911 -2.080 -0.055
C -3.881 0.739 -1.003 -0.115
H -0.552 1.803 -2.227 0.095
H -1.307 2.315 -0.758 0.118
H -0.726 4.228 -3.121 0.086
H 0.404 3.878 -1.766 0.085
H -1.190 4.707 -1.574 0.080
H -4.252 1.700 -0.660 0.077
H -3.062 0.471 -0.334 0.054
H -4.572 -0.097 -1.000 0.076
O 1.223 0.871 6.406 -0.274
S 0.767 1.236 5.110 0.548
O -0.495 0.763 4.624 -0.293
O 0.775 2.815 4.989 -0.267
C 0.388 3.556 6.200 -0.228
C -0.718 4.503 5.813 -0.075
C 1.976 0.892 3.900 -0.130
H 1.284 4.153 6.367 0.123
H 0.174 2.918 7.049 0.113
H -1.677 4.039 5.591 0.082
H -0.364 5.215 5.072 0.081
H -0.962 5.126 6.685 0.082
H 1.886 -0.070 3.406 0.067
H 2.973 1.114 4.269 0.080
H 1.802 1.597 3.079 0.061
C 2.333 -0.222 -1.534 -0.255
S 1.852 0.165 0.145 0.785
O 1.944 1.641 0.293 -0.546
C 0.114 -0.286 0.084 -0.253
H 1.541 0.258 -2.130 0.030
H 2.346 -1.224 -1.954 0.069
H 3.207 0.389 -1.745 0.059
H -0.567 0.081 0.849 0.061
H 0.025 -1.358 0.300 0.045
H -0.166 -0.117 -0.955 0.016

(2)
69
Properties=species:S:1:pos:R:3:lowdin_charge:R:1 method="wB97M-V/def2-TZVPD" total_charge=+1 multiplicity=1 e_tot_ev=-60051.63028 orbital_gap_ev=8.513
C 6.327 0.488 -2.272 0.032
C 5.130 0.612 -2.831 -0.255
C 4.143 1.663 -2.367 -0.298
P 3.089 2.250 -3.715 0.614
Cl 4.089 2.174 -5.429 0.493
C 2.711 3.990 -3.405 -0.286
C 1.304 4.487 -3.814 -0.216
C 0.435 4.829 -2.591 -0.285
N -0.998 4.711 -2.880 0.006
C 1.693 1.136 -3.779 -0.301
C 0.612 1.453 -2.728 -0.233
C -0.313 0.239 -2.502 -0.188
C -1.783 0.646 -2.474 -0.270
N -2.155 1.446 -3.639 -0.004
H 6.501 0.868 -1.273 0.076
H 7.127 0.017 -2.826 0.072
H 4.837 -0.047 -3.641 0.088
H 4.639 2.507 -1.894 0.104
H 3.424 1.236 -1.655 0.108
H 2.902 4.166 -2.344 0.101
H 3.461 4.534 -3.982 0.089
H 1.460 5.421 -4.355 0.116
H 0.789 3.814 -4.500 0.104
H 0.655 5.844 -2.261 0.114
H 0.690 4.117 -1.797 0.091
H -1.486 4.248 -2.127 0.066
H -1.163 4.154 -3.708 0.045
H 1.287 1.042 -4.787 0.108
H 2.111 0.150 -3.537 0.105
H 1.074 1.790 -1.797 0.109
H -0.008 2.247 -3.141 0.060
H -0.128 -0.523 -3.264 0.116
H -0.073 -0.188 -1.529 0.076
H -2.371 -0.275 -2.401 0.113
H -1.985 1.194 -1.551 0.120
H -2.150 0.896 -4.486 0.075
H -3.061 1.878 -3.523 0.075
C -0.386 -2.110 1.085 -0.680
O -0.682 -1.565 0.018 -0.019
N -1.249 -2.222 2.111 0.183
N 0.854 -2.655 1.292 0.156
H -1.038 -2.671 2.991 0.068
H -2.166 -1.830 1.992 0.113
H 1.516 -2.601 0.543 0.094
H 1.115 -3.110 2.147 0.098
C -2.376 -3.219 5.612 -0.640
O -1.499 -2.635 4.969 -0.028
N -2.404 -3.184 6.967 0.175
N -3.358 -3.916 4.989 0.179
H -3.109 -3.640 7.513 0.102
H -1.696 -2.645 7.433 0.109
H -3.365 -3.891 3.981 0.065
H -4.081 -4.409 5.476 0.103
C -3.649 -4.771 0.967 -0.662
O -3.950 -4.000 1.869 0.002
N -2.719 -4.449 0.022 0.170
N -4.225 -6.000 0.839 0.156
H -2.461 -5.061 -0.728 0.097
H -2.286 -3.544 0.087 0.069
H -4.917 -6.257 1.518 0.105
H -3.997 -6.645 0.107 0.095
C -0.451 0.849 6.216 -0.686
O -1.310 0.555 7.029 0.019
N 0.088 2.110 6.153 0.139
N 0.040 -0.050 5.315 0.154
H 0.797 2.377 5.499 0.083
H -0.255 2.787 6.808 0.099
H -0.352 -0.981 5.341 0.055
H 0.750 0.169 4.643 0.086

(3)
65
Properties=species:S:1:pos:R:3:lowdin_charge:R:1 method="wB97M-V/def2-TZVPD" multiplicity=1 e_tot_ev=-57511.09969 orbital_gap_ev=9.069
C 3.104 2.665 -1.342 -0.058
C 2.863 1.306 -2.011 -0.291
O 2.512 1.534 -3.360 -0.233
C 2.240 0.328 -4.085 -0.254
Si 0.445 0.487 -4.683 0.545
C 0.401 1.562 -6.203 -0.333
N -0.958 2.014 -6.592 -0.048
O -0.268 -0.991 -4.922 -0.334
Si -1.030 -1.772 -3.657 0.526
C -0.037 -1.730 -2.062 -0.360
N -0.621 -2.553 -0.991 -0.035
C -2.778 -1.106 -3.428 -0.209
C -2.980 0.124 -2.520 -0.469
C -3.273 1.411 -3.292 -0.045
O -4.096 -0.120 -1.641 -0.059
H 2.699 3.430 -2.002 0.076
H 2.571 2.739 -0.397 0.069
H 4.171 2.821 -1.214 0.069
H 2.063 0.784 -1.472 0.104
H 3.765 0.689 -1.942 0.118
H 2.892 0.314 -4.962 0.091
H 2.374 -0.566 -3.475 0.072
H -0.277 1.203 -3.600 0.036
H 0.977 2.459 -5.959 0.081
H 0.883 1.113 -7.075 0.074
H -1.684 1.426 -6.206 0.030
H -1.114 2.962 -6.284 0.056
H -1.194 -3.176 -4.109 0.010
H 1.007 -2.020 -2.192 0.072
H -0.011 -0.701 -1.690 0.058
H -0.774 -3.511 -1.270 0.060
H -1.457 -2.147 -0.601 0.054
H -3.175 -0.953 -4.434 0.078
H -3.334 -1.938 -2.990 0.077
H -2.089 0.256 -1.899 0.109
H -2.438 2.108 -3.247 0.060
H -4.107 1.907 -2.802 0.081
H -3.478 1.225 -4.344 0.068
H -3.758 -0.490 -0.820 0.079
O 0.947 -1.295 5.933 -0.217
P 0.462 -0.349 4.921 0.431
O 1.542 -0.140 3.757 -0.181
C 2.070 -1.280 3.072 -0.269
C 1.048 -1.924 2.155 -0.084
O 0.506 1.120 5.571 -0.189
C 0.896 1.322 6.929 -0.282
C 2.385 1.580 7.046 -0.073
O -0.909 -0.081 4.140 -0.167
C -1.988 -1.037 4.114 -0.257
C -2.272 -1.662 5.465 -0.082
H 2.453 -2.004 3.795 0.114
H 2.917 -0.916 2.491 0.117
H 0.275 -2.437 2.736 0.062
H 1.518 -2.664 1.508 0.077
H 0.558 -1.176 1.534 0.074
H 0.595 0.476 7.547 0.105
H 0.339 2.192 7.282 0.116
H 2.957 0.823 6.509 0.075
H 2.694 1.581 8.092 0.077
H 2.637 2.547 6.609 0.076
H -1.773 -1.809 3.371 0.100
H -2.863 -0.492 3.765 0.118
H -1.429 -2.264 5.812 0.066
H -3.145 -2.312 5.404 0.081
H -2.459 -0.891 6.214 0.087